(1)
Entry from the OMol25 dataset: C40H45BClN8O6Ru as an isolated structure (wB97M-V/def2-TZVPD).

```
! RIJCOSX wB97M-V def2-TZVPD def2/J DEFGRID3
* xyz -1 1
Ru 0.70 -0.78 0.47
C 3.60 -2.93 -0.31
C 3.78 -1.46 -0.14
C 4.99 -0.75 -0.29
C 4.70 0.56 0.02
C 5.62 1.74 0.06
N 3.40 0.62 0.32
N 2.81 -0.60 0.20
B 2.58 1.81 0.78
N 1.51 2.07 -0.27
N 0.57 1.12 -0.51
C -0.41 1.70 -1.18
C -1.65 0.96 -1.58
C -0.09 3.05 -1.40
C 1.13 3.24 -0.81
C 1.94 4.49 -0.69
N 1.87 1.53 2.15
N 0.52 1.41 2.14
C 0.08 1.80 3.33
C -1.37 2.04 3.63
C 1.18 2.14 4.15
C 2.29 1.95 3.36
C 3.75 2.15 3.66
H 4.49 -3.44 0.05
H 3.47 -3.18 -1.37
H 2.74 -3.28 0.23
H 5.95 -1.16 -0.56
H 6.62 1.43 -0.22
H 5.66 2.17 1.07
H 5.29 2.53 -0.61
H 3.29 2.78 0.93
H -1.66 -0.02 -1.11
H -1.67 0.82 -2.66
H -2.54 1.52 -1.27
H -0.67 3.78 -1.94
H 1.49 5.27 -1.30
H 2.97 4.34 -1.03
H 1.99 4.84 0.34
H -1.97 1.89 2.73
H -1.49 3.08 3.95
H -1.74 1.39 4.42
H 1.16 2.48 5.18
H 3.88 2.33 4.73
H 4.16 3.00 3.11
H 4.32 1.26 3.39
O 0.88 -3.31 -0.66
C 0.69 -2.73 -1.71
N 0.74 -3.32 -2.97
C 0.88 -2.28 -3.96
C 0.51 -1.02 -3.11
O 0.35 0.07 -3.62
N 0.42 -1.38 -1.80
C 2.33 -2.18 -4.43
C 2.83 -3.17 -5.28
C 4.16 -3.15 -5.70
C 5.00 -2.13 -5.28
C 4.51 -1.14 -4.44
C 3.19 -1.17 -4.01
C -0.10 -2.39 -5.13
C 0.02 -1.55 -6.24
C -0.91 -1.61 -7.27
C -1.97 -2.51 -7.21
C -2.10 -3.34 -6.10
C -1.17 -3.28 -5.07
H 1.24 -4.19 -3.06
H 2.17 -3.96 -5.62
H 4.53 -3.93 -6.35
H 6.03 -2.11 -5.60
H 5.16 -0.33 -4.12
H 2.82 -0.40 -3.34
H 0.83 -0.84 -6.27
H -0.80 -0.95 -8.12
H -2.70 -2.55 -8.01
H -2.93 -4.04 -6.04
H -1.28 -3.91 -4.20
C -3.70 -2.69 1.18
C -3.73 -1.27 1.78
C -4.17 -0.29 0.70
C -2.30 -0.84 2.19
C -4.64 -1.23 3.01
C -5.65 -0.30 3.16
C -6.40 -0.22 4.33
C -6.13 -1.07 5.39
C -5.11 -2.01 5.26
C -4.37 -2.08 4.08
H -3.04 -2.73 0.32
H -4.71 -2.97 0.88
H -3.33 -3.42 1.90
H -3.51 -0.37 -0.16
H -4.14 0.75 1.04
H -5.19 -0.51 0.36
H -1.72 -0.46 1.31
H -5.88 0.39 2.35
H -7.18 0.53 4.42
H -6.69 -1.00 6.31
H -4.87 -2.67 6.08
H -3.56 -2.80 4.01
O 1.41 -2.05 2.28
Cl 0.24 -2.96 2.63
O -1.91 -0.73 3.31
O 0.66 -4.35 2.56
O -0.71 -2.71 1.50
*
```

Computed properties:
Gap between HOMO and LUMO (spin up / spin down), eV: 7.551 / 7.586
Molar mass, g mol⁻¹: 881.18
HOMO (spin up / spin down), eV: -5.09 / -5.12
Relative energy (zero: lowest compared OMol25 entry of this formula, charge and spin), kJ/mol: 89.2
E_LUMO (spin up / spin down), eV: 2.5 / 2.5

(2)
Entry from the OMol25 dataset: an isolated molecule of C3H6IN (wB97M-V/def2-TZVPD).

```
! RIJCOSX wB97M-V def2-TZVPD def2/J DEFGRID3
* xyz 0 1
C -1.17 0.34 -0.16
C -0.46 -1.06 -0.19
C 0.19 0.22 0.37
N 1.27 0.70 -0.41
I 3.16 0.01 0.04
H -1.52 0.97 -0.94
H -2.02 0.32 0.56
H -0.86 -1.75 0.57
H -0.15 -1.58 -1.12
H 0.17 0.19 1.48
H 1.40 1.64 -0.20
*
```

Computed properties:
Gap between HOMO and LUMO, eV: 8.974
Molar mass, g mol⁻¹: 182.99
HOMO, eV: -9.00
Relative energy (zero: lowest compared OMol25 entry of this formula, charge and spin), kJ/mol: 122.6
E_LUMO, eV: 0.0

(3)
Entry from the OMol25 dataset: a 2-piece molecular cluster, C4H8NO2S overall (wB97M-V/def2-TZVPD).

```
! RIJCOSX wB97M-V def2-TZVPD def2/J DEFGRID3
* xyz 0 2
O 0.20 0.90 1.78
C 0.04 -0.27 1.28
N 0.61 -1.42 1.59
C 3.57 0.04 -1.19
O 4.60 -0.02 -0.49
C -0.89 -0.31 0.08
C -2.21 0.45 0.43
S -2.96 1.52 -0.85
H 0.01 -2.16 1.46
H 3.45 0.95 -1.83
H 2.72 -0.69 -1.19
H -0.52 0.32 -0.83
H -1.22 -1.32 -0.35
H -3.12 -0.04 0.84
H -1.88 1.20 1.20
H -2.39 0.87 -1.93
*
```

Computed properties:
Gap between HOMO and LUMO (spin up / spin down), eV: 9.692 / 6.263
Molar mass, g mol⁻¹: 134.18
HOMO (spin up / spin down), eV: -9.28 / -9.27
Relative energy (zero: lowest compared OMol25 entry of this formula, charge and spin), kJ/mol: 270.9
Expectation value of S²: 0.767
E_LUMO (spin up / spin down), eV: 0.4 / -3.0

(4)
Entry from the OMol25 dataset: a 2-piece molecular cluster, C4H11NO overall (wB97M-V/def2-TZVPD).

```
! RIJCOSX wB97M-V def2-TZVPD def2/J DEFGRID3
* xyz 0 1
C -1.23 1.68 -0.74
C -0.09 0.75 -0.44
C 1.17 1.03 -0.73
C 0.05 -0.54 1.64
N -0.45 -0.43 0.26
H -1.67 2.03 0.20
H -1.98 1.19 -1.37
H -0.92 2.57 -1.28
H 1.42 1.89 -1.33
H 1.99 0.37 -0.50
H -0.03 0.40 2.19
H 1.08 -0.90 1.65
H -0.56 -1.26 2.17
H -1.44 -0.57 0.29
H 0.67 -1.98 -0.57
H 1.20 -3.40 -0.39
O 0.78 -2.83 -1.04
*
```

Computed properties:
Gap between HOMO and LUMO, eV: 9.582
Molar mass, g mol⁻¹: 89.14
HOMO, eV: -8.68
Relative energy (zero: lowest compared OMol25 entry of this formula, charge and spin), kJ/mol: 124.7
E_LUMO, eV: 0.9

(5)
Entry from the OMol25 dataset: C11H19CoN5OPS2 as an isolated structure (wB97M-V/def2-TZVPD).

```
! RIJCOSX wB97M-V def2-TZVPD def2/J DEFGRID3
* xyz 1 2
Co 0.16 -0.28 -0.48
C -4.58 -2.21 0.77
C -4.09 -1.17 -0.16
N -4.80 -0.48 -0.98
N -3.91 0.37 -1.59
C -2.65 0.20 -1.19
S -1.25 0.45 -2.11
N -2.77 -0.74 -0.21
N -1.62 -1.33 0.31
H -5.67 -2.16 0.81
H -4.18 -2.06 1.77
H -4.30 -3.21 0.43
H -4.22 1.00 -2.31
H -1.60 -1.28 1.33
H -1.58 -2.30 0.04
O 1.75 -0.63 -1.61
N 2.86 -1.06 -1.02
C 4.01 -1.02 -1.74
C 5.18 -1.46 -1.20
C 5.18 -1.96 0.10
C 4.00 -1.99 0.81
C 2.81 -1.53 0.24
S 1.29 -1.52 1.04
H 3.89 -0.62 -2.73
H 6.09 -1.42 -1.79
H 6.10 -2.31 0.56
H 3.96 -2.36 1.83
C 2.12 1.78 1.45
P 0.59 1.74 0.48
C -0.60 2.57 1.57
C 0.89 2.98 -0.81
H 2.31 2.80 1.80
H 2.96 1.44 0.84
H 2.03 1.11 2.31
H -0.23 3.56 1.85
H -0.76 1.99 2.47
H -1.56 2.69 1.06
H 1.32 3.89 -0.38
H -0.05 3.22 -1.31
H 1.57 2.58 -1.56
*
```

Computed properties:
Gap between HOMO and LUMO (spin up / spin down), eV: 7.633 / 8.406
Molar mass, g mol⁻¹: 391.35
HOMO (spin up / spin down), eV: -10.67 / -10.98
Relative energy (zero: lowest compared OMol25 entry of this formula, charge and spin), kJ/mol: 37.1
Expectation value of S²: 0.769
E_LUMO (spin up / spin down), eV: -3.0 / -2.6

(6)
Entry from the OMol25 dataset: C13H20N2O2RuSi as an isolated structure (wB97M-V/def2-TZVPD).

```
! RIJCOSX wB97M-V def2-TZVPD def2/J DEFGRID3
* xyz 2 5
Ru 0.49 0.52 -0.36
N 3.75 3.05 -1.35
C 2.66 2.33 -1.19
O 2.44 1.67 -0.14
C 1.63 2.29 -2.30
C 1.00 0.91 -2.34
H 4.43 3.11 -0.60
H 3.94 3.57 -2.19
H 2.06 2.54 -3.28
H 0.89 3.05 -2.06
H 1.70 0.13 -2.61
H 0.09 0.88 -2.95
N 1.00 -1.35 -0.33
C 0.94 -2.46 0.03
C 0.91 -3.77 0.47
C -0.21 -4.59 0.22
C -0.23 -5.87 0.71
C 0.86 -6.36 1.44
C 1.98 -5.56 1.67
C 2.02 -4.27 1.20
H -1.05 -4.20 -0.34
H -1.08 -6.51 0.53
H 0.83 -7.36 1.84
H 2.82 -5.95 2.23
H 2.87 -3.63 1.38
C -3.54 2.47 -0.80
Si -2.18 2.56 0.52
C -1.83 4.28 1.18
C -2.81 1.48 1.97
O -0.81 1.91 -0.08
H -4.45 2.92 -0.40
H -3.75 1.44 -1.08
H -3.24 3.03 -1.69
H -2.75 4.70 1.59
H -1.47 4.94 0.39
H -1.08 4.24 1.97
H -3.72 1.95 2.35
H -2.06 1.44 2.76
H -3.04 0.47 1.63
*
```

Computed properties:
Gap between HOMO and LUMO (spin up / spin down), eV: 7.155 / 5.555
Molar mass, g mol⁻¹: 365.47
HOMO (spin up / spin down), eV: -15.52 / -15.36
Relative energy (zero: lowest compared OMol25 entry of this formula, charge and spin), kJ/mol: 10.1
Expectation value of S²: 6.054
E_LUMO (spin up / spin down), eV: -8.4 / -9.8

(7)
Entry from the OMol25 dataset: C47H28I4N6Re as an isolated structure (wB97M-V/def2-TZVPD).

```
! RIJCOSX wB97M-V def2-TZVPD def2/J DEFGRID3
* xyz 2 4
Re 1.70 9.69 19.28
I 6.17 16.52 13.99
C 5.22 15.24 15.36
C 5.80 13.99 15.70
C 5.15 13.17 16.52
C 3.81 13.44 16.83
C 3.17 14.65 16.39
C 3.90 15.60 15.74
C 3.07 12.44 17.67
C 3.50 12.10 18.99
C 4.48 12.81 19.74
C 4.43 12.35 21.02
C 3.34 11.48 21.16
C 2.92 10.71 22.30
C 3.07 11.17 23.68
C 2.56 10.42 24.81
C 2.76 10.90 26.15
C 3.49 12.06 26.34
I 3.95 12.51 28.32
C 3.91 12.82 25.27
C 3.69 12.39 23.98
C 2.89 9.29 22.06
N 2.64 8.74 20.79
C 3.01 7.38 20.85
C 2.79 6.43 19.79
C 3.28 5.05 20.04
C 2.42 3.93 19.91
C 2.95 2.61 20.09
C 4.25 2.41 20.50
I 4.96 0.39 20.73
C 5.09 3.55 20.66
C 4.60 4.79 20.53
C 2.06 6.67 18.62
C 1.56 5.80 17.69
C 0.60 6.45 16.90
C 0.55 7.80 17.18
N 1.43 7.98 18.30
C -0.16 8.87 16.54
C 0.31 10.23 16.75
C 0.03 11.37 15.99
C 0.97 12.37 16.25
C 1.86 11.84 17.18
N 1.41 10.55 17.59
C -1.15 8.60 15.45
C -2.12 7.60 15.73
C -3.06 7.26 14.77
C -3.01 7.95 13.56
I -4.56 7.51 12.14
C -2.05 8.85 13.23
C -1.07 9.21 14.20
C 3.42 7.08 22.16
C 3.33 8.25 22.91
N 2.77 11.29 19.88
H 6.79 13.66 15.22
H 5.52 12.24 16.97
H 2.20 14.89 16.68
H 3.56 16.62 15.53
H 5.11 13.59 19.31
H 5.07 12.74 21.80
H 2.06 9.47 24.67
H 2.18 10.43 26.96
H 4.38 13.78 25.44
H 3.87 13.13 23.19
H 1.35 4.11 19.57
H 2.29 1.75 19.93
H 6.09 3.41 21.03
H 5.13 5.71 20.85
H 1.82 4.78 17.53
H 0.00 5.99 16.20
H -0.78 11.49 15.24
H 0.95 13.38 15.95
H -2.13 7.21 16.70
H -3.88 6.61 15.06
H -2.22 9.47 12.32
H -0.27 9.82 13.93
H 3.43 6.07 22.56
H 3.46 8.31 23.98
N -1.78 11.01 21.20
C -2.06 9.66 21.15
C -0.97 9.04 20.60
N -0.04 10.04 20.33
C -0.58 11.19 20.71
H -2.37 11.69 21.63
H -3.00 9.28 21.54
H -0.73 7.96 20.54
H 0.03 12.13 20.90
*
```

Computed properties:
Gap between HOMO and LUMO (spin up / spin down), eV: 4.936 / 4.664
Molar mass, g mol⁻¹: 1370.61
HOMO (spin up / spin down), eV: -11.96 / -11.98
Relative energy (zero: lowest compared OMol25 entry of this formula, charge and spin), kJ/mol: 89.7
Expectation value of S²: 4.108
E_LUMO (spin up / spin down), eV: -7.0 / -7.3

(8)
Entry from the OMol25 dataset: an isolated molecule of C23H19ClN2O2S (wB97M-V/def2-TZVPD).

```
! RIJCOSX wB97M-V def2-TZVPD def2/J DEFGRID3
* xyz 0 1
O 1.71 -2.61 -5.63
Cl -2.40 4.91 1.11
O -1.12 3.80 -1.32
S 0.66 0.45 5.96
C 1.32 -2.47 -4.47
C 0.26 1.54 4.63
C 0.43 -2.42 -1.78
C 0.45 -1.36 -4.00
C 0.09 0.89 3.42
C 1.25 -3.44 -2.24
C -0.02 -1.36 -2.71
C 0.69 -3.31 4.38
C 0.39 -3.03 3.04
C 0.81 -2.24 5.29
C -1.24 2.68 2.23
C 0.16 -1.68 2.62
C 0.24 1.18 0.95
C -1.41 3.46 1.05
C -0.80 3.07 -0.17
C 0.60 -0.93 4.85
C -0.35 1.61 2.19
C 0.29 -0.59 3.52
C 0.03 1.94 -0.21
N 1.63 -3.46 -3.58
N -0.22 1.06 -2.46
C -0.90 -0.24 -2.28
C 0.76 1.54 -1.47
C -1.75 3.02 -2.38
C -0.80 2.18 -3.28
H 0.15 2.63 4.73
H 0.13 -2.37 -0.72
H 0.21 -0.56 -4.70
H 1.63 -4.21 -1.53
H 0.83 -4.34 4.72
H 0.28 -3.82 2.31
H 1.04 -2.45 6.33
H -1.79 3.00 3.13
H -0.06 -1.49 1.59
H 0.97 0.35 0.96
H 2.28 -4.14 -3.91
H -1.77 -0.34 -2.97
H -1.29 -0.35 -1.27
H 1.35 2.43 -1.87
H 1.49 0.74 -1.28
H -2.30 3.73 -3.01
H -2.54 2.39 -1.97
H -0.05 2.82 -3.70
H -1.35 1.78 -4.11
*
```

Computed properties:
Gap between HOMO and LUMO, eV: 8.442
Molar mass, g mol⁻¹: 422.94
HOMO, eV: -8.08
Relative energy (zero: lowest compared OMol25 entry of this formula, charge and spin), kJ/mol: 14.8
E_LUMO, eV: 0.4

For reference, max |F| by record: 2.62 2.61 4.95 0.75 1.71 4.38 4.47 3.04 eV Å⁻¹.
For reference, E by record: -82196.617 -12796.864 -20693.803 -7863.262 -89793.629 -31324.068 -92650.126 -54591.372 eV.